Entry 1:
Entry from the OMol25 dataset: C57H39Br4CdCl2INO5P2 as an isolated structure in a non-equilibrium geometry (ωB97M-V/def2-TZVPD).

ORCA input file:
```
! RIJCOSX wB97M-V def2-TZVPD def2/J DEFGRID3
* xyz -1 1
Cd 13.56 12.04 15.73
C 7.81 12.07 9.18
C 8.66 11.17 10.06
C 8.07 9.77 10.00
C 8.59 11.66 11.49
C 7.30 11.93 12.06
C 7.24 12.35 13.37
C 8.38 12.49 14.13
C 9.70 12.26 13.64
P 10.93 12.22 14.96
C 10.35 10.73 15.83
C 10.68 9.53 15.18
C 10.33 8.30 15.73
C 9.72 8.25 16.95
C 9.59 9.43 17.65
C 9.70 10.70 17.08
C 10.53 13.64 16.07
C 10.01 14.83 15.50
C 9.70 15.90 16.34
C 9.81 15.84 17.72
C 10.45 14.70 18.29
C 10.80 13.64 17.51
C 9.74 11.87 12.29
O 10.99 11.63 11.70
C 11.16 11.46 10.34
C 12.54 11.51 9.90
C 12.75 11.34 8.56
C 11.67 10.88 7.71
C 10.36 10.86 8.17
C 10.08 11.19 9.49
P 13.92 11.79 11.07
C 15.00 10.43 10.63
C 14.66 9.24 10.01
C 15.65 8.31 9.67
C 16.91 8.37 10.19
C 17.24 9.51 10.96
C 16.29 10.49 11.18
C 14.69 13.21 10.19
C 15.51 13.02 9.09
C 15.88 14.15 8.29
C 15.74 15.43 8.79
C 15.14 15.59 10.06
C 14.58 14.51 10.75
H 6.78 12.10 9.50
H 7.81 11.78 8.15
H 8.13 13.12 9.24
H 7.01 9.70 10.17
H 8.59 9.04 10.62
H 8.10 9.41 8.96
H 6.48 11.76 11.42
H 6.32 12.71 13.83
H 8.34 12.81 15.16
H 11.22 9.49 14.19
H 10.67 7.34 15.38
H 9.46 7.21 17.28
H 9.49 9.34 18.74
H 9.34 11.56 17.63
H 9.81 14.90 14.43
H 9.31 16.78 15.87
H 9.75 16.79 18.33
H 10.67 14.70 19.36
H 11.30 12.82 18.02
H 13.79 11.46 8.19
H 11.83 10.60 6.64
H 9.58 10.53 7.50
H 13.64 9.10 9.68
H 15.35 7.49 9.00
H 17.57 7.50 10.08
H 18.23 9.73 11.39
H 16.60 11.34 11.80
H 16.00 12.04 8.81
H 16.32 14.01 7.30
H 16.10 16.28 8.18
H 15.17 16.58 10.53
H 13.99 14.54 11.69
Cl 15.89 12.11 22.92
C 15.29 11.81 21.37
C 14.83 10.49 21.05
C 14.30 10.24 19.82
Cl 14.06 8.59 19.38
C 14.00 11.29 18.82
O 13.32 10.96 17.80
C 14.50 12.60 19.15
C 14.35 13.73 18.30
O 14.01 13.72 17.07
C 15.15 12.83 20.42
H 14.97 9.72 21.82
H 14.47 14.70 18.79
H 15.62 13.85 20.65
Br 16.96 5.62 15.18
C 16.57 7.49 15.38
C 17.59 8.43 15.76
Br 19.43 7.79 15.80
C 17.33 9.78 15.76
Br 18.78 11.02 15.86
C 16.03 10.30 15.54
O 15.77 11.54 15.51
C 14.97 9.35 15.21
O 13.75 9.67 15.03
C 15.31 7.92 15.11
Br 13.94 6.75 14.59
I 16.74 16.69 14.32
C 14.89 17.54 13.72
C 14.75 18.70 12.96
C 13.44 19.12 12.80
C 12.39 18.53 13.55
C 12.72 17.42 14.26
N 13.92 16.87 14.33
H 15.61 19.23 12.54
H 13.13 20.02 12.20
H 11.41 18.94 13.51
H 11.97 16.92 14.86
*
```

Summary:
HOMO level: -3.042 eV
ΔE to the lowest compared entry with this formula, charge and spin: 462.7 kJ/mol
M: 1509.73 g mol⁻¹
E_tot: -407926.4719 eV

Entry 2:
Entry from the OMol25 dataset: C57H42BiN2O2P2S3 as an isolated structure in a non-equilibrium geometry (ωB97M-V/def2-TZVPD).

ORCA input file:
```
! RIJCOSX wB97M-V def2-TZVPD def2/J DEFGRID3
* xyz 1 1
Bi 1.51 0.09 -1.29
O -1.16 0.85 -1.50
S -1.42 0.84 0.00
C -3.18 0.61 0.24
C -3.95 1.49 0.97
C -5.34 1.39 1.15
C -5.94 0.37 0.44
C -7.38 0.04 0.31
C -7.48 -1.12 -0.70
C -6.04 -1.47 -0.97
C -5.50 -2.44 -1.74
C -4.09 -2.56 -1.77
C -3.24 -1.67 -1.16
P -1.43 -2.07 -1.18
C -1.37 -3.75 -0.46
C -0.19 -4.47 -0.62
C -0.02 -5.74 -0.11
C -1.07 -6.32 0.60
C -2.27 -5.63 0.78
C -2.42 -4.34 0.26
C -1.25 -2.42 -3.00
C -0.75 -1.39 -3.85
C -0.45 -1.67 -5.14
C -0.60 -2.93 -5.70
C -1.13 -3.91 -4.88
C -1.41 -3.67 -3.53
C -3.80 -0.52 -0.45
C -5.20 -0.54 -0.34
C -1.15 2.45 0.59
C -1.78 3.48 -0.13
C -1.66 4.82 0.26
C -1.02 5.02 1.44
C -0.86 6.31 2.23
C -0.22 5.90 3.58
C 0.26 4.48 3.28
C 1.11 3.69 4.01
C 1.39 2.45 3.42
C 0.73 1.91 2.35
P 1.43 0.45 1.58
C 0.75 -0.98 2.45
C 0.08 -0.91 3.67
C -0.42 -2.07 4.25
C -0.19 -3.28 3.66
C 0.53 -3.36 2.48
C 0.99 -2.22 1.84
C 3.19 0.51 1.95
C 3.96 1.39 1.20
C 5.33 1.44 1.45
C 5.90 0.59 2.37
C 5.13 -0.32 3.08
C 3.78 -0.39 2.87
C -0.25 2.71 1.67
C -0.35 4.01 2.11
H -3.47 2.32 1.41
H -5.89 2.03 1.80
H -7.96 0.91 -0.05
H -7.76 -0.23 1.29
H -7.97 -0.78 -1.62
H -8.04 -1.96 -0.28
H -6.10 -3.19 -2.25
H -3.64 -3.42 -2.25
H 0.60 -3.90 -1.10
H 0.92 -6.26 -0.23
H -0.93 -7.25 1.08
H -3.05 -6.14 1.35
H -3.36 -3.84 0.36
H -0.73 -0.35 -3.53
H -0.02 -0.87 -5.76
H -0.31 -3.09 -6.74
H -1.25 -4.90 -5.27
H -1.77 -4.51 -2.94
H -2.35 3.16 -1.01
H -2.09 5.63 -0.33
H -1.83 6.77 2.42
H -0.28 7.08 1.72
H -1.01 5.97 4.36
H 0.61 6.54 3.85
H 1.65 4.02 4.90
H 2.22 1.92 3.86
H -0.06 0.06 4.13
H -0.98 -1.98 5.18
H -0.55 -4.19 4.11
H 0.65 -4.34 2.04
H 1.46 -2.32 0.85
H 3.52 2.05 0.43
H 5.98 2.14 0.90
H 6.99 0.59 2.50
H 5.60 -0.95 3.80
H 3.14 -1.01 3.49
S 3.94 0.09 -1.96
C 4.38 1.76 -2.15
C 5.72 2.08 -2.33
C 6.13 3.41 -2.49
C 7.54 3.73 -2.49
N 8.66 3.94 -2.42
C 5.19 4.44 -2.55
C 3.83 4.12 -2.37
C 3.44 2.79 -2.16
S 1.70 2.54 -1.90
C 5.62 5.82 -2.57
N 6.00 6.91 -2.52
H 6.44 1.28 -2.20
H 3.11 4.96 -2.29
C 2.56 -3.19 -2.70
O 2.65 -2.66 -1.34
H 2.53 -4.29 -2.64
H 3.41 -2.86 -3.32
H 1.63 -2.83 -3.11
H 3.53 -2.85 -0.99
*
```

Summary:
HOMO level: -10.361 eV
ΔE to the lowest compared entry with this formula, charge and spin: 5.3 kJ/mol
M: 1154.10 g mol⁻¹
E_tot: -123783.9505 eV

What did we get for frontier orbital gap? Answer: 4.80, 7.08 eV, in the order shown.